42
Properties=species:S:1:pos:R:3 method="wB97M-V/def2-TZVPD" spin_multiplicity=3 total_charge=+1 de_lowest_kcal_mol=0.0 s2=2.00 homo_lumo_gap_ev="9.95 / 8.42" e_lumo_ev="-3.4 / -4.9" energy_ha=-2452.5784
H -11.982 0.742 -4.063
O -10.421 6.648 -1.541
O -7.806 3.246 -0.391
O -8.242 5.244 -2.637
H -12.040 4.698 -3.150
H -9.949 2.003 -4.416
O -14.368 5.742 -1.290
H -13.659 2.990 -3.239
H -10.079 3.064 -0.741
H -11.257 1.139 -1.414
B -10.863 3.421 -1.516
H -10.607 7.104 -0.711
H -11.447 2.569 -2.020
O -12.767 5.216 -3.504
H -8.440 3.158 0.338
O -8.605 1.104 -1.860
H -7.828 0.559 -2.036
H -12.041 -0.165 -1.736
H -10.268 3.956 -2.332
O -13.992 0.049 -1.870
H -11.119 0.282 -5.244
O -14.399 2.380 -3.119
O -9.338 2.753 -4.193
H -14.133 5.396 -0.420
H -8.619 5.925 -2.039
H -9.182 3.219 -5.023
H -13.288 5.478 -2.714
H -9.294 0.476 -1.546
H -7.846 5.734 -3.367
H -10.944 3.568 2.204
H -14.666 -0.453 -2.339
Ni -8.650 3.171 -2.250
H -11.551 4.147 -0.952
H -6.957 3.442 0.027
H -15.019 2.613 -3.820
O -11.392 1.072 -4.758
O -11.242 4.233 1.573
H -15.047 5.138 -1.618
O -11.149 0.185 -1.551
H -11.461 3.739 0.768
H -14.184 0.997 -2.101
H -10.797 5.759 -1.426